Record 1
Computed, not measured: a structure of composition C55H46BF6GeIMoN2OP3, with ωB97M-V/def2-TZVPD.

Results
Spin multiplicity: 3
Energy above the lowest of the compared OMol25 structures with the same formula, charge and spin (kcal per mole): 9.9
Energy (eV): -174135.76743
HOMO-LUMO gap (spin up / spin down) (eV): 6.8 / 6.9
<S²>: 2.041
HOMO level (spin up / spin down) (Ha): -0.385 / -0.390
F_max (eV/Å): 0.4
Total charge: +1

Element x y z (Å)
H (-0.28973, 0.79052, -5.00924)
C (0.26348, -3.01939, -4.92234)
H (0.39878, -4.09289, -4.88486)
Ge (1.49863, 2.33836, 0.44387)
F (-3.12367, -0.80534, -0.40869)
H (1.11945, 4.19285, -4.99104)
C (2.63001, -4.16860, -1.07835)
H (-6.01118, -0.52142, 4.70004)
Mo (-0.97046, -0.51830, -0.45927)
C (-0.32824, -2.42471, -6.02752)
H (4.29343, 2.57366, 1.03315)
H (-4.34109, 2.60097, 2.32109)
H (-1.15997, -4.29087, -0.55138)
C (1.04725, 3.77081, -3.99733)
P (0.99584, -1.14877, 1.10010)
H (-6.07001, 1.80144, 3.85066)
I (-2.03589, 0.99230, -2.46282)
C (1.40013, -2.83168, 0.51617)
C (5.13728, 0.72970, 1.69066)
C (-0.09776, -0.27037, -4.97842)
C (0.84368, -3.99763, 1.03731)
H (-0.95055, -2.73830, 2.82189)
H (2.31062, -6.28962, -0.98461)
H (1.45831, 1.78300, -4.66046)
P (-1.92178, 1.35307, 1.22234)
C (-1.24656, 2.28405, 3.75692)
C (3.79499, 0.65703, -1.93249)
H (-4.38411, 5.75483, -1.39915)
C (1.20210, -0.29012, 3.72754)
C (-0.37726, -2.07197, 3.44282)
H (2.19062, 3.67534, 2.77367)
H (-1.34459, -2.75914, 5.21769)
H (3.49229, -2.20243, 1.89909)
C (0.45618, 2.60563, 2.08208)
H (5.29674, -2.22070, -3.97472)
C (0.03182, -1.16816, 5.63410)
C (-3.91278, 2.61686, -0.22802)
N (-2.78718, -2.73365, -2.81015)
O (-0.92049, -2.17303, -1.68026)
F (-5.24313, -0.95781, 0.54746)
C (4.10981, 1.52146, 1.21128)
H (0.60266, 5.63938, -3.03820)
C (-0.79631, 2.11199, 2.44779)
C (-4.52281, 3.67995, -0.86757)
H (-4.39906, 1.64831, -0.21575)
H (1.11674, -2.72549, -2.99358)
C (5.17087, 0.52743, -2.02171)
F (-4.14420, -2.88227, -0.09823)
C (-3.25703, -0.58287, 2.73614)
C (0.76256, 3.45109, 4.33764)
F (-4.96668, -1.43285, -1.67604)
C (0.50972, -0.85251, -3.86986)
C (1.17459, -5.23417, 0.49877)
C (-4.30431, 1.57793, 2.66871)
C (1.10550, 1.84149, -2.54706)
C (-5.27931, 1.12965, 3.54334)
H (-2.50047, -1.26406, 2.39276)
C (-1.84732, -3.01542, -1.91349)
C (1.22785, 2.40853, -3.80952)
H (-2.61808, -4.79345, -1.31543)
H (-2.21012, 6.07783, -0.26535)
H (1.92477, 0.41325, 3.34011)
C (0.78860, 4.03260, -1.63363)
C (2.05752, -5.32364, -0.56768)
C (-2.07762, 4.04413, 0.39438)
C (0.67635, -2.24053, -3.85516)
H (6.79849, -0.62836, -2.81217)
C (0.93857, -0.27537, 5.08804)
C (-2.67975, 2.79290, 0.40568)
C (1.22035, 3.27576, 3.04206)
H (0.74435, -6.13188, 0.92444)
C (0.55239, -1.19191, 2.87926)
H (0.16300, -3.96370, 1.87162)
C (0.97030, 2.66562, -1.42271)
H (0.69582, 4.70248, -0.78744)
F (-1.34140, -1.94173, 0.82695)
H (5.80459, 1.26693, -1.54928)
H (5.71279, -1.24784, 2.31172)
H (2.79638, -2.05119, -0.92334)
H (6.10813, 1.16785, 1.88413)
H (-2.20890, 1.89357, 4.05369)
H (1.45218, 0.43966, 5.71730)
C (3.66879, -1.15581, 1.68715)
H (-1.14306, 4.21211, 0.91387)
N (-1.79128, -4.21908, -1.33483)
H (-0.16664, -1.16437, 6.69800)
C (2.93207, -0.26776, -2.51950)
B (-4.48370, -1.57548, -0.39377)
H (3.40094, 1.52720, -1.43938)
F (2.53165, 3.77060, 0.55145)
H (-0.65380, -3.03056, -6.86303)
C (-3.90583, 4.92524, -0.89469)
P (1.09970, 0.02406, -2.37312)
C (2.63089, -0.36158, 1.18856)
H (-0.84391, 3.06167, 5.70891)
H (-0.97945, -0.57802, -6.90082)
C (-0.50779, -1.05186, -6.04993)
H (3.34011, -4.21993, -1.89477)
H (-5.48005, 3.53447, -1.35077)
H (-2.85279, -1.76313, -3.08945)
C (4.88381, -1.41831, -3.37685)
H (-4.20458, -2.04692, 3.97493)
C (-3.28438, 0.71874, 2.25115)
C (-4.22869, -1.02442, 3.62027)
C (-5.24284, -0.17244, 4.02231)
H (2.89752, -2.00073, -3.81482)
H (1.37399, 3.97913, 5.05796)
C (-0.47409, 2.94390, 4.69868)
C (3.50611, -1.29076, -3.27971)
C (2.84347, 0.98958, 0.94329)
C (4.91931, -0.62019, 1.92822)
C (-2.68674, 5.10581, -0.26315)
C (5.72438, -0.52437, -2.73308)
C (0.77222, 4.57898, -2.90779)
C (-0.62417, -2.06464, 4.80522)
H (-3.65679, -3.24277, -2.80547)
C (2.30886, -2.93443, -0.53518)

Record 2
Computed, not measured: a structure of composition C16H32Br12O in a non-equilibrium geometry, with ωB97M-V/def2-TZVPD.

Results
Energy above the lowest of the compared OMol25 structures with the same formula, charge and spin (kcal per mole): 309.9
Energy (eV): -859655.85696
HOMO-LUMO gap (eV): 8.6
HOMO level (Ha): -0.311
F_max (eV/Å): 10.1
Total charge: 0

Element x y z (Å)
Br (-4.23953, -0.93948, -2.10753)
Br (-0.22772, 1.26343, -5.95270)
H (1.91272, -2.11522, 0.15164)
H (4.78656, 0.19222, -0.90598)
C (-0.49139, 1.07708, -4.01147)
H (0.47819, -0.04404, 2.38964)
H (1.25727, 0.59501, 0.95512)
Br (4.28819, 1.91539, -2.83369)
H (4.92384, 1.78520, -0.33212)
H (3.14954, -2.06932, 3.61663)
H (-0.84961, 2.08268, -3.79117)
H (-5.77814, -2.35019, -0.51344)
C (-1.11764, -1.47012, 0.34905)
H (-1.05386, -2.15485, -0.49661)
C (2.71677, -1.96162, 2.62204)
H (-1.10712, 0.05341, -1.04806)
H (-3.22192, 4.03052, 2.08284)
H (-5.64223, -0.73271, 0.09916)
C (0.34744, 0.11820, 1.31976)
C (0.81684, 0.78319, -3.25043)
Br (3.18141, 0.52474, 1.62621)
C (-2.41132, 4.70445, 1.80565)
H (2.32994, 0.49017, -0.75020)
H (-2.37681, 4.66340, 0.71697)
H (2.56194, -3.31473, -0.88633)
C (-1.58850, -0.12434, -0.08642)
H (1.17532, -2.76377, 1.32886)
H (-1.54080, 0.82457, 1.83894)
C (-5.07373, -1.52894, -0.38139)
H (1.55101, 1.42174, -3.74170)
Br (-0.28062, 2.63171, 1.92463)
H (-1.14302, 4.34463, 3.45940)
H (1.50165, -3.85820, 2.63884)
Br (-3.04282, 6.46603, 2.48141)
Br (0.74666, 1.25305, -1.35871)
H (-1.28478, 0.38979, -3.71776)
C (1.44827, -2.79987, 2.38351)
Br (-4.72243, -2.48864, 2.16277)
Br (-0.05402, -2.03264, 3.43439)
H (1.13580, -0.25447, -3.34854)
Br (3.93460, -2.43476, 1.12781)
C (-3.93753, -2.06149, 0.47650)
H (-2.66532, -0.08965, -0.25178)
H (-3.14144, -1.32644, 0.59497)
Br (0.11181, -3.91001, -0.62185)
H (2.49591, -0.90353, 2.48145)
C (4.28925, 1.16061, -0.96084)
C (2.97920, 1.19266, -0.22764)
C (-1.02046, 4.45659, 2.38212)
O (0.21463, -1.12592, 0.71689)
H (1.21892, -2.41011, -2.85065)
H (2.59622, 2.21113, -0.29204)
Br (3.07254, -0.76121, -2.57300)
H (-0.22936, 5.15382, 2.10621)
C (-0.94980, 0.78964, 0.92373)
H (-0.80769, 1.79406, 0.52494)
H (-1.61325, -1.92504, 1.20668)
C (1.47740, -1.75201, -2.02107)
C (1.72535, -2.62199, -0.79503)
H (-3.38999, -2.87006, -0.00777)
H (0.57737, -1.17355, -1.81271)

Record 3
Computed, not measured: a cluster of 4 separate species, C4H15NO3 in total in a non-equilibrium geometry, with ωB97M-V/def2-TZVPD.

Results
Energy above the lowest of the compared OMol25 structures with the same formula, charge and spin (kcal per mole): 42.7
Energy (eV): -12022.36786
HOMO-LUMO gap (eV): 9.5
HOMO level (Ha): -0.321
F_max (eV/Å): 3.3
SMILES: C/C=C/NC.O.O.O
Total charge: 0

Element x y z (Å)
H (2.22720, -2.78277, 0.16104)
C (0.96052, -0.05459, -1.34049)
O (-0.70757, 0.26523, 3.07633)
H (-1.62521, 1.42497, -2.54775)
H (2.99294, -1.23198, 0.19411)
H (0.27443, -1.00814, 0.41292)
N (0.00362, 1.07169, -1.20482)
H (-0.21153, 1.10270, 3.18235)
H (1.68032, -0.04804, -2.13915)
H (-2.03278, 1.35612, -0.88924)
H (-2.33631, -1.32939, 1.47316)
C (-1.36262, 0.87371, -1.65316)
H (0.23465, 2.86096, 1.35294)
H (2.66027, -1.97386, -1.34199)
O (0.45273, 1.98642, 1.68190)
H (-0.36712, 0.03653, 2.20689)
H (-1.67418, -0.17760, -1.66239)
O (-2.23854, -1.49212, 0.53316)
H (-3.12498, -1.44056, 0.14915)
C (2.26158, -1.85079, -0.33946)
H (0.52818, 1.47239, 0.86070)
C (1.01229, -0.95585, -0.37374)
H (0.39211, 1.89497, -1.79245)

Record 4
Computed, not measured: a structure of composition C17H26N6O3SSeSn in a non-equilibrium geometry, with ωB97M-V/def2-TZVPD.

Results
Energy (eV): -115148.71754
HOMO-LUMO gap (eV): 7.8
HOMO level (Ha): -0.278
F_max (eV/Å): 3.8
Total charge: 0

Element x y z (Å)
C (-18.18632, 12.37573, 2.16773)
H (-14.31727, 14.54803, -0.49960)
H (-19.37065, 9.48470, 5.91850)
H (-9.81661, 10.35833, -0.03851)
N (-14.47577, 8.96185, 5.52878)
C (-17.99035, 7.90631, 3.88291)
C (-12.09812, 11.97987, -0.28564)
C (-18.32862, 10.76285, -0.14772)
Sn (-14.38709, 8.92630, 2.26774)
C (-11.12720, 11.40734, -1.33802)
C (-13.91674, 13.68349, -0.03870)
H (-10.41461, 12.79701, 2.49608)
H (-20.91773, 8.16963, 3.65327)
O (-10.59621, 13.74283, 0.28027)
H (-10.44588, 12.21332, -1.64639)
H (-18.55102, 8.87643, 2.20502)
H (-16.49756, 9.94836, 0.59150)
H (-17.79840, 7.35839, 5.76253)
H (-9.72494, 9.73525, -1.67475)
H (-15.26887, 9.59040, 5.34212)
N (-11.09106, 12.22893, 1.91985)
N (-12.60447, 10.51225, 1.76420)
Se (-15.75125, 11.19446, 3.14839)
H (-20.23637, 11.86552, -0.50037)
C (-11.17092, 12.76365, 0.63838)
N (-13.58249, 9.08149, 4.41710)
H (-11.69015, 11.09856, -2.22747)
C (-12.87070, 10.87793, 0.43590)
H (-14.84970, 13.13630, 0.07651)
C (-10.39441, 10.13620, -0.91227)
H (-20.52841, 9.89342, 3.83268)
S (-16.59960, 7.21068, 3.21911)
H (-13.05568, 8.22304, 4.39479)
C (-20.12563, 8.86988, 3.97322)
H (-13.55055, 13.89476, 0.94669)
C (-11.71406, 11.14726, 2.51855)
C (-19.21761, 12.48116, 1.26604)
N (-18.44851, 7.78666, 5.14559)
H (-13.99513, 9.34987, 6.32046)
H (-20.35066, 7.98376, 5.87091)
H (-11.06833, 9.26874, -0.57116)
C (-13.00151, 12.97139, -1.00140)
N (-18.81340, 8.65778, 3.16076)
H (-13.48156, 12.37519, -1.84046)
H (-18.17591, 12.99809, 3.05275)
H (-13.00568, 9.96977, 4.36126)
C (-19.62639, 8.61452, 5.38181)
H (-18.29297, 10.20754, -1.08794)
C (-19.35676, 11.67658, 0.07648)
H (-20.01427, 13.15824, 1.49408)
C (-17.33024, 10.60990, 0.81416)
H (-12.40286, 13.72375, -1.53389)
O (-11.42721, 10.81694, 3.69369)
C (-17.14856, 11.40394, 1.93932)
O (-13.78443, 10.29275, -0.14455)